1.
DFT (the ωB97M-V functional and the def2-TZVPD basis) results for a cluster of 7 separate species, C21H56O7 in total.

The geometry in ORCA input format:
```
! RIJCOSX wB97M-V def2-TZVPD def2/J DEFGRID3
* xyz 0 1
C 5.169 12.530 9.155
C 5.145 12.960 7.680
C 4.011 13.900 7.360
O 6.410 13.526 7.360
H 4.250 11.985 9.367
H 5.257 13.443 9.747
H 6.078 11.948 9.288
H 4.997 12.045 7.090
H 3.077 13.339 7.442
H 4.108 14.314 6.358
H 3.946 14.703 8.098
H 6.897 13.017 6.712
C 5.560 18.393 12.150
C 5.694 19.345 13.318
C 7.025 19.180 14.045
O 5.557 20.680 12.859
H 6.343 18.591 11.415
H 4.616 18.644 11.654
H 5.455 17.344 12.419
H 4.900 19.132 14.037
H 7.850 19.585 13.448
H 7.266 18.120 14.144
H 7.003 19.738 14.979
H 6.310 20.925 12.315
C 8.670 10.554 10.153
C 10.136 10.286 9.909
C 10.276 8.861 9.345
O 10.580 11.215 8.913
H 8.149 9.812 10.759
H 8.143 10.675 9.205
H 8.489 11.497 10.679
H 10.740 10.424 10.810
H 10.134 8.134 10.146
H 11.313 8.730 9.014
H 9.642 8.682 8.480
H 11.506 10.988 8.766
C 6.770 9.303 18.101
C 6.500 8.570 16.783
C 6.423 9.616 15.649
O 7.546 7.648 16.525
H 5.922 9.895 18.440
H 7.607 9.987 17.926
H 7.114 8.606 18.865
H 5.559 8.031 16.929
H 7.424 9.997 15.446
H 5.848 10.455 16.047
H 5.906 9.234 14.771
H 8.021 7.925 15.740
C 1.955 15.462 15.320
C 3.454 15.717 15.299
C 3.875 17.006 16.000
O 4.175 14.632 15.891
H 1.657 15.616 16.363
H 1.770 14.408 15.116
H 1.344 16.063 14.651
H 3.804 15.737 14.258
H 4.907 17.254 15.747
H 3.843 16.865 17.080
H 3.244 17.833 15.667
H 4.675 14.174 15.183
C 6.391 14.671 12.886
C 6.195 13.165 12.990
C 7.441 12.373 13.393
O 5.193 12.985 13.974
H 5.531 15.158 12.433
H 7.340 14.977 12.447
H 6.459 15.025 13.920
H 5.856 12.688 12.062
H 8.277 12.513 12.709
H 7.159 11.317 13.447
H 7.775 12.543 14.420
H 4.804 12.088 13.995
C 2.111 11.279 15.112
C 2.380 10.923 13.652
C 2.111 12.131 12.739
O 3.813 10.656 13.544
H 1.056 11.520 15.238
H 2.745 12.121 15.393
H 2.336 10.431 15.761
H 1.913 9.975 13.370
H 2.515 11.981 11.739
H 2.475 13.062 13.163
H 1.016 12.199 12.670
H 3.931 10.087 12.780
*
```

Properties
E_HOMO, eV: -9.61
Gap between HOMO and LUMO, eV: 9.88
E_LUMO, eV: 0.26
Structure (SMILES): CC(C)O.CC(C)O.CC(C)O.CC(C)O.CC(C)O.CC(C)O.CC(C)O

***

2.
DFT (the ωB97M-V functional and the def2-TZVPD basis) results for a cluster of 7 separate species, C21H56O7 in total.

The geometry in ORCA input format:
```
! RIJCOSX wB97M-V def2-TZVPD def2/J DEFGRID3
* xyz 0 1
C 0.795 -3.172 3.038
C 0.892 -3.717 4.438
C 1.005 -2.645 5.520
O -0.134 -4.681 4.695
H 1.555 -2.425 2.773
H -0.084 -2.555 2.804
H 0.818 -3.886 2.215
H 1.782 -4.335 4.576
H 0.576 -1.671 5.271
H 2.052 -2.439 5.753
H 0.540 -2.997 6.442
H -0.981 -4.224 4.775
C -2.773 -0.750 -2.614
C -4.180 -1.195 -2.992
C -4.412 -1.720 -4.407
O -4.489 -2.335 -2.155
H -2.733 -0.677 -1.527
H -2.602 0.255 -3.000
H -2.026 -1.463 -2.959
H -4.846 -0.357 -2.764
H -4.134 -0.965 -5.152
H -5.467 -1.957 -4.560
H -3.851 -2.632 -4.600
H -5.399 -2.599 -2.312
C 2.790 5.947 -4.272
C 1.821 6.668 -3.323
C 1.344 5.794 -2.177
O 2.455 7.852 -2.877
H 3.750 5.745 -3.786
H 3.031 6.628 -5.087
H 2.405 4.986 -4.622
H 0.940 6.946 -3.909
H 0.739 4.935 -2.468
H 0.807 6.375 -1.424
H 2.184 5.366 -1.613
H 3.102 7.641 -2.197
C 2.416 -3.750 -2.794
C 3.085 -3.382 -1.467
C 2.132 -3.296 -0.308
O 4.061 -4.420 -1.179
H 1.626 -3.028 -3.032
H 1.858 -4.676 -2.616
H 3.090 -3.858 -3.636
H 3.724 -2.495 -1.487
H 1.369 -2.503 -0.303
H 2.723 -3.050 0.577
H 1.450 -4.121 -0.073
H 3.546 -5.240 -1.152
C 3.910 -0.688 3.423
C 4.856 -1.137 2.334
C 5.719 0.040 1.797
O 5.781 -2.105 2.837
H 3.052 -0.214 2.944
H 4.351 0.044 4.102
H 3.614 -1.511 4.072
H 4.357 -1.533 1.446
H 6.419 -0.346 1.058
H 6.175 0.557 2.636
H 5.091 0.742 1.235
H 6.046 -2.713 2.144
C -5.004 1.698 -0.289
C -6.147 1.625 0.670
C -6.777 0.233 0.857
O -5.652 2.088 1.922
H -5.278 1.295 -1.271
H -4.129 1.130 0.028
H -4.753 2.725 -0.554
H -7.032 2.191 0.348
H -7.071 -0.193 -0.108
H -7.708 0.256 1.432
H -6.145 -0.471 1.404
H -6.344 2.331 2.540
C -0.710 2.555 -0.329
C -0.834 1.289 0.542
C 0.476 0.519 0.618
O -1.248 1.666 1.860
H -1.571 2.736 -0.969
H 0.206 2.513 -0.928
H -0.506 3.430 0.293
H -1.636 0.692 0.097
H 0.215 -0.400 1.152
H 1.283 1.018 1.152
H 0.847 0.233 -0.367
H -2.204 1.782 1.838
*
```

Properties
E_HOMO, eV: -9.97
Gap between HOMO and LUMO, eV: 10.42
E_LUMO, eV: 0.46
Structure (SMILES): CC(C)O.CC(C)O.CC(C)O.CC(C)O.CC(C)O.CC(C)O.CC(C)O

***

The least stable of them is 2.

***

1.
DFT (the ωB97M-V functional and the def2-TZVPD basis) results for an isolated molecule of C4H5N3.

The geometry in ORCA input format:
```
! RIJCOSX wB97M-V def2-TZVPD def2/J DEFGRID3
* xyz 0 1
C -0.011 0.858 1.352
N 0.597 -0.125 0.428
C -0.127 -0.369 -0.828
C 0.655 -0.415 -2.004
N 1.245 -0.311 -3.005
C -1.374 -0.971 -0.704
N -2.380 -1.519 -0.518
H 0.046 1.817 0.841
H 0.566 0.908 2.279
H -1.053 0.606 1.538
H 0.824 -1.008 0.952
H 1.014 0.529 -0.330
*
```

Properties
E_HOMO, eV: -8.51
Gap between HOMO and LUMO, eV: 8.42
E_LUMO, eV: -0.09

***

2.
DFT (the ωB97M-V functional and the def2-TZVPD basis) results for an isolated molecule of C4H5N3.

The geometry in ORCA input format:
```
! RIJCOSX wB97M-V def2-TZVPD def2/J DEFGRID3
* xyz 0 1
N 2.311 -1.118 1.212
C 1.713 -0.569 0.382
C 0.847 0.043 -0.571
C -1.042 -1.144 -0.336
N -1.697 -0.181 0.322
C -1.147 0.973 0.394
N 0.129 1.182 -0.081
H 1.302 0.195 -1.558
H -0.479 -0.915 -1.246
H -0.935 -2.082 0.216
H -1.653 1.802 0.878
H 0.672 1.864 0.429
*
```

Properties
E_HOMO (spin up / spin down), eV: -8.33 / -8.33
Gap between HOMO and LUMO (spin up / spin down), eV: 8.17 / 8.17
E_LUMO (spin up / spin down), eV: -0.17 / -0.17

***

The least stable of them is 1.

***

1.
DFT (the ωB97M-V functional and the def2-TZVPD basis) results for a cluster of 2 separate species, C9H11N2O in total.

The geometry in ORCA input format:
```
! RIJCOSX wB97M-V def2-TZVPD def2/J DEFGRID3
* xyz 1 3
C 2.656 -1.112 -0.204
C -3.355 -0.288 -0.319
C -2.651 -1.457 -0.062
C -2.738 0.935 -0.475
C -1.316 -1.316 0.160
C -1.382 1.068 -0.189
C -0.621 -0.082 0.074
C 1.743 0.769 -0.790
C 0.845 -0.128 0.106
N 1.503 -1.281 0.291
N 2.944 0.039 -0.781
O 1.599 0.767 1.993
H 3.417 -1.889 -0.374
H -4.394 -0.289 -0.475
H -3.257 -2.280 -0.042
H -3.453 1.710 -0.818
H -0.767 -2.243 0.403
H -0.978 2.123 -0.187
H 1.706 1.819 -0.474
H 1.345 0.511 -1.790
H 0.943 1.251 2.510
H 3.801 0.384 -1.012
H 2.411 0.988 2.454
*
```

Properties
E_HOMO (spin up / spin down), eV: -9.98 / -13.67
Gap between HOMO and LUMO (spin up / spin down), eV: 6.93 / 5.91
E_LUMO (spin up / spin down), eV: -3.04 / -7.76
<S²>: 2.02

***

2.
DFT (the ωB97M-V functional and the def2-TZVPD basis) results for a cluster of 2 separate species, C9H11N2O in total.

The geometry in ORCA input format:
```
! RIJCOSX wB97M-V def2-TZVPD def2/J DEFGRID3
* xyz 1 3
C -0.123 0.261 2.827
C -0.086 -1.047 2.238
C 0.350 1.304 2.176
C 0.317 -1.238 0.994
C 0.827 1.287 0.793
C 0.555 -0.064 0.178
C -3.062 -0.832 -0.976
C 0.810 -0.784 -2.257
C 0.921 0.730 -2.193
N -4.189 -1.047 -0.816
N 0.793 -0.114 -1.083
O -1.980 -0.430 -1.163
H -0.493 0.332 3.834
H -0.304 -1.995 2.870
H 0.353 2.358 2.457
H 0.202 -2.274 0.438
H 1.983 1.412 0.837
H -0.086 -1.147 -2.699
H 1.744 -1.271 -2.612
H 1.946 1.363 -2.327
H 0.148 1.389 -2.475
H 0.530 2.112 0.263
H -4.988 -1.711 -0.986
*
```

Properties
E_HOMO (spin up / spin down), eV: -10.29 / -14.26
Gap between HOMO and LUMO (spin up / spin down), eV: 7.41 / 7.15
E_LUMO (spin up / spin down), eV: -2.88 / -7.11
<S²>: 2.01

***

The least stable of them is 2.

***

1.
DFT (the ωB97M-V functional and the def2-TZVPD basis) results for a cluster of 2 separate species, C3H8S2 in total.

The geometry in ORCA input format:
```
! RIJCOSX wB97M-V def2-TZVPD def2/J DEFGRID3
* xyz 0 1
C -0.133 -2.043 -2.363
C -1.162 -1.170 -2.268
H 0.859 -1.689 -2.037
H -0.298 -3.053 -2.771
H -1.026 -0.143 -2.004
H -2.188 -1.437 -2.535
C 0.618 2.388 2.013
S 1.024 0.900 0.890
S 0.161 -0.737 1.682
H 1.206 3.227 1.683
H -0.466 2.647 1.706
H 0.648 2.031 3.146
H 0.757 -0.921 2.857
*
```

Properties
E_HOMO, eV: -8.67
Gap between HOMO and LUMO, eV: 9.32
E_LUMO, eV: 0.65
Structure (SMILES): C=C.CSS

***

2.
DFT (the ωB97M-V functional and the def2-TZVPD basis) results for an isolated molecule of C3H8S2.

The geometry in ORCA input format:
```
! RIJCOSX wB97M-V def2-TZVPD def2/J DEFGRID3
* xyz 0 1
C -1.680 0.197 -1.750
C -0.424 -0.251 -1.037
S 0.056 1.082 0.149
S 1.927 0.431 0.622
C 1.572 -0.080 2.347
H -2.551 0.455 -1.153
H -1.449 1.028 -2.452
H -1.963 -0.686 -2.347
H 0.284 -0.412 -1.854
H -0.498 -1.241 -0.596
H 2.569 0.002 3.002
H 1.304 -1.129 2.213
H 0.853 0.603 2.856
*
```

Properties
E_HOMO, eV: -8.44
Gap between HOMO and LUMO, eV: 9.24
E_LUMO, eV: 0.80
Structure (SMILES): CCSSC

***

The least stable of them is 1.

***

1.
DFT (the ωB97M-V functional and the def2-TZVPD basis) results for an isolated molecule of C3H8S2.

The geometry in ORCA input format:
```
! RIJCOSX wB97M-V def2-TZVPD def2/J DEFGRID3
* xyz 0 1
C 0.955 -1.265 -0.112
C 0.176 -0.088 -0.445
S 1.352 0.786 -1.543
C -0.472 0.755 0.736
S -2.086 1.419 0.385
H 1.366 -1.918 -0.916
H 0.236 -1.843 0.463
H 1.875 -0.995 0.531
H -0.809 -0.414 -0.972
H 0.545 1.625 -2.136
H 0.234 1.404 1.289
H -0.637 -0.030 1.494
H -2.735 0.563 1.224
*
```

Properties
E_HOMO, eV: -9.08
Gap between HOMO and LUMO, eV: 9.79
E_LUMO, eV: 0.71
Structure (SMILES): C[C@H](S)CS

***

2.
DFT (the ωB97M-V functional and the def2-TZVPD basis) results for a structure of composition C3H8S2.

The geometry in ORCA input format:
```
! RIJCOSX wB97M-V def2-TZVPD def2/J DEFGRID3
* xyz 0 1
C -2.253 0.146 0.075
C 0.154 -1.135 0.407
C 2.185 0.612 -0.520
H -3.115 0.935 -0.410
H -3.000 -0.741 0.292
H -1.495 0.775 1.039
H -0.071 -1.957 0.906
H 0.041 -0.097 1.031
H 2.873 0.699 -1.716
H 0.870 1.536 -0.458
H 3.116 0.997 0.666
S -1.032 -0.767 -1.006
S 1.725 -1.004 -0.306
*
```

Properties
E_HOMO, eV: -8.18
Gap between HOMO and LUMO, eV: 8.53
E_LUMO, eV: 0.35

***

The least stable of them is 2.

***

1.
DFT (the ωB97M-V functional and the def2-TZVPD basis) results for a cluster of 2 separate species, C3H8S2 in total.

The geometry in ORCA input format:
```
! RIJCOSX wB97M-V def2-TZVPD def2/J DEFGRID3
* xyz 0 1
C 1.929 -1.846 -1.683
C 0.995 -2.570 -1.027
H 2.698 -1.103 -1.173
H 2.148 -1.952 -2.706
H 0.526 -2.341 -0.099
H 0.591 -3.544 -1.592
C -0.317 2.187 1.674
S -1.685 0.926 1.727
S -3.371 1.826 0.663
H 0.603 1.680 1.611
H -0.326 2.606 0.666
H -0.405 2.940 2.422
H -3.387 1.192 -0.483
*
```

Properties
E_HOMO, eV: -9.19
Gap between HOMO and LUMO, eV: 9.37
E_LUMO, eV: 0.18
Structure (SMILES): C=C.CSS

***

2.
DFT (the ωB97M-V functional and the def2-TZVPD basis) results for a cluster of 2 separate species, C3H8S2 in total.

The geometry in ORCA input format:
```
! RIJCOSX wB97M-V def2-TZVPD def2/J DEFGRID3
* xyz 0 1
C -0.703 -0.362 -0.712
C 0.022 -0.758 -1.798
C 1.532 -0.902 -1.840
H -1.698 -0.198 -0.959
H -0.545 -0.791 0.235
H -0.487 -1.140 -2.708
H 2.110 -0.787 -0.847
H 2.094 -0.221 -2.468
H 1.828 -1.959 -2.294
S -0.359 2.370 3.926
S -1.014 0.685 3.173
H -0.379 3.380 3.033
H -2.402 0.684 3.259
*
```

Properties
E_HOMO, eV: -9.04
Gap between HOMO and LUMO, eV: 9.50
E_LUMO, eV: 0.46
Structure (SMILES): C=CC.SS

***

The least stable of them is 2.